{"formula": "C6H9FNS", "method": "ωB97M-V/def2-TZVPD", "smiles": "[NH3+]C[C@@H](F)c1ccsc1", "e_tot_ha": -786.541457, "homo_energy_ev": -12.767, "relative_energy_kj_mol": 0.0, "gap_ev": 9.0, "total_charge": 1, "lumo_ev": -3.73, "species": ["C", "C", "C", "C", "C", "C", "N", "F", "S", "H", "H", "H", "H", "H", "H", "H", "H", "H"], "xyz": [[1.3501, 0.4831, 0.5514], [2.6899, 0.5091, 0.3228], [1.6261, -1.4878, -0.5967], [0.7418, -0.6831, 0.0553], [-1.6887, 0.2032, 0.6121], [-0.7099, -0.9652, 0.1991], [-1.6904, 1.1707, -0.5996], [-1.1946, -1.3257, -1.1278], [3.1444, -0.8362, -0.6293], [0.8718, 1.1730, 1.2605], [3.3700, 1.2653, 0.8233], [1.4567, -2.3669, -1.2107], [-1.1303, 0.6312, 1.5009], [-2.7540, -0.1252, 0.5935], [-0.9931, -1.9458, 0.7413], [-0.6819, 1.5531, -0.7975], [-2.1147, 2.0541, -0.3479], [-2.2933, 0.6931, -1.3507]], "nbo_charge": [-0.31, -0.41, -0.40, -0.19, -0.25, 0.18, -0.72, -0.40, 0.60, 0.22, 0.27, 0.27, 0.26, 0.26, 0.24, 0.48, 0.44, 0.48]}